Formula: C8H11O3
Source: OMol25
Level of theory: ωB97M-V/def2-TZVPD

Last column: natural (NBO) charge in e.
Cartesian coordinates (Å):
O  -5.429  0.023  0.042  -0.337
O  -4.741  1.144  -0.321  -0.126
H  -4.903  -0.340  0.743  0.464
C  -3.046  3.772  2.902  0.268
C  -1.968  3.987  2.025  -0.275
C  -0.711  3.580  2.468  -0.280
C  -0.557  2.999  3.734  -0.164
C  -1.652  2.715  4.558  -0.058
C  -2.923  3.018  4.071  0.028
C  -4.194  2.408  4.546  -0.654
C  -1.422  1.989  5.849  -0.633
O  -4.308  4.178  2.603  -0.630
H  -2.157  4.444  1.049  0.208
H  0.137  3.698  1.789  0.206
H  0.446  2.740  4.088  0.196
H  -4.031  1.769  5.415  0.211
H  -4.966  3.160  4.760  0.230
H  -4.571  1.767  3.727  0.208
H  -2.337  1.659  6.330  0.212
H  -0.805  1.100  5.696  0.217
H  -0.891  2.609  6.576  0.224
H  -4.285  4.567  1.718  0.487

Calculated values
2S+1: 4
total charge: 0
LUMO level (alpha / beta): 0.64 / -1.89 eV
F_max: 5.018 eV/Å
ΔE to the lowest compared entry with this formula, charge and spin: 2.708 eV
gap between HOMO and LUMO (alpha / beta): 4.8705 / 6.8484 eV
electronic energy: -14608.5912 eV

=====

Formula: C2H6NOS
Source: OMol25
Level of theory: ωB97M-V/def2-TZVPD

Last column: natural (NBO) charge in e.
Cartesian coordinates (Å):
C  0.710  2.529  -0.632  -0.731
S  0.709  0.778  -1.252  -0.738
H  0.219  3.211  -1.329  0.172
H  0.068  2.524  0.244  0.187
H  1.759  2.802  -0.573  0.188
C  -1.131  -2.270  0.441  0.520
N  0.028  -1.694  0.741  -0.843
O  -1.591  -3.312  0.881  -0.677
H  -1.775  -1.587  -0.150  0.108
H  0.395  -0.929  0.148  0.441
H  0.610  -2.052  1.481  0.373

Calculated values
total charge: -1
LUMO level: 4.18 eV
F_max: 1.462 eV/Å
ΔE to the lowest compared entry with this formula, charge and spin: 0.947 eV
gap between HOMO and LUMO: 6.9673 eV
electronic energy: -16545.3836 eV

=====

Formula: C4H8NO
Source: OMol25
Level of theory: ωB97M-V/def2-TZVPD

Last column: natural (NBO) charge in e.
Cartesian coordinates (Å):
C  0.052  -1.001  -1.361  -0.079
C  -0.584  -1.519  -2.381  -0.298
C  0.905  1.006  -0.358  0.157
N  0.187  0.410  -1.229  -0.414
H  0.518  -1.571  -0.573  0.232
H  -1.041  -0.936  -3.163  0.221
H  -0.667  -2.592  -2.488  0.248
H  0.927  2.086  -0.360  0.242
H  1.457  0.400  0.332  0.232
H  -0.361  0.982  -1.871  0.441
O  -0.253  0.813  1.985  -0.558
C  -0.306  0.108  2.954  0.319
H  -0.511  0.508  3.962  0.141
H  -0.217  -0.994  2.872  0.117

Calculated values
total charge: +1
LUMO level: -4.92 eV
F_max: 0.924 eV/Å
ΔE to the lowest compared entry with this formula, charge and spin: 1.605 eV
gap between HOMO and LUMO: 9.1872 eV
electronic energy: -7806.4977 eV

=====

Formula: C29H42N2O21
Source: OMol25
Level of theory: ωB97M-V/def2-TZVPD

Last column: Mulliken charge in e.
Cartesian coordinates (Å):
O  2.192  13.315  -1.169  -0.567
C  1.917  12.102  -1.059  0.719
O  2.479  11.146  -0.278  -0.325
C  1.679  9.975  -0.224  -0.220
C  1.053  10.081  -1.592  -0.287
O  1.029  11.478  -1.845  -0.327
H  2.302  9.091  -0.090  0.254
H  1.013  9.963  0.639  0.246
H  0.047  9.683  -1.724  0.277
H  1.605  9.659  -2.431  0.231
O  6.978  -2.790  3.257  -0.549
C  8.092  -3.202  3.504  0.708
O  8.386  -4.291  4.232  -0.335
C  9.707  -4.689  4.009  -0.243
C  10.252  -3.738  2.944  -0.209
O  9.177  -2.750  2.921  -0.349
H  10.252  -4.591  4.948  0.255
H  9.673  -5.717  3.648  0.253
H  10.448  -4.257  2.006  0.225
H  11.140  -3.164  3.212  0.244
O  -1.804  3.469  -0.566  -0.629
C  -1.637  2.304  -0.109  0.749
O  -0.993  2.037  0.931  -0.317
C  -0.902  0.679  1.257  -0.311
C  -1.679  0.060  0.087  -0.207
O  -2.264  1.196  -0.568  -0.329
H  0.079  0.299  1.540  0.308
H  -1.479  0.612  2.180  0.220
H  -2.445  -0.610  0.478  0.257
H  -0.957  -0.548  -0.458  0.259
O  3.135  2.238  -3.971  -0.587
C  3.231  3.041  -4.903  0.696
O  2.294  3.841  -5.239  -0.275
C  2.567  4.496  -6.433  -0.329
C  3.971  4.023  -6.784  -0.212
O  4.338  3.252  -5.676  -0.331
H  1.855  4.352  -7.246  0.276
H  2.626  5.561  -6.208  0.245
H  4.552  4.946  -6.774  0.240
H  4.013  3.420  -7.691  0.278
O  1.857  -1.224  8.101  -0.544
C  1.522  -2.241  7.548  0.690
O  0.324  -2.436  7.026  -0.332
C  0.275  -3.700  6.337  -0.236
C  1.678  -4.182  6.400  -0.280
O  2.333  -3.275  7.276  -0.327
H  -0.252  -4.409  6.976  0.252
H  -0.036  -3.543  5.304  0.277
H  2.156  -4.334  5.432  0.271
H  1.669  -5.082  7.015  0.229
O  -6.814  3.115  5.887  -0.569
C  -7.448  2.257  5.211  0.711
O  -8.755  2.230  4.986  -0.321
C  -9.108  1.218  4.111  -0.282
C  -7.815  0.384  3.875  -0.215
O  -6.924  1.205  4.561  -0.334
H  -9.848  0.546  4.546  0.259
H  -9.494  1.586  3.161  0.262
H  -7.594  0.429  2.808  0.227
H  -7.819  -0.638  4.253  0.261
O  -2.647  6.967  -9.928  -0.571
C  -3.306  7.164  -8.911  0.721
O  -4.620  7.044  -8.745  -0.339
C  -5.056  7.215  -7.360  -0.242
C  -3.715  7.817  -6.811  -0.319
O  -2.762  7.430  -7.748  -0.317
H  -5.881  7.915  -7.224  0.284
H  -5.192  6.238  -6.897  0.259
H  -3.455  7.332  -5.870  0.259
H  -3.790  8.889  -6.632  0.263
C  -5.683  -6.258  0.992  -0.998
C  -6.366  -7.413  1.812  -0.515
C  -6.659  -8.752  1.050  -0.335
C  -5.463  -9.476  0.685  0.139
N  -4.487  -10.008  0.440  -0.400
H  -6.344  -6.002  0.164  0.305
H  -4.720  -6.618  0.630  0.319
H  -5.522  -5.448  1.703  0.290
H  -7.320  -7.043  2.186  0.311
H  -5.808  -7.556  2.737  0.356
H  -7.057  -8.616  0.044  0.229
H  -7.258  -9.471  1.609  0.299
C  5.629  -7.052  -1.105  -1.219
C  5.210  -5.801  -1.772  -0.316
C  3.721  -5.707  -2.042  -0.414
C  2.927  -6.131  -0.919  0.250
N  2.316  -6.481  -0.011  -0.434
H  5.235  -7.227  -0.104  0.377
H  6.718  -7.025  -1.059  0.341
H  5.294  -7.919  -1.673  0.306
H  5.963  -5.661  -2.548  0.320
H  5.492  -5.001  -1.088  0.236
H  3.475  -6.462  -2.787  0.238
H  3.305  -4.759  -2.383  0.316

Calculated values
total charge: 0
LUMO level: -0.05 eV
SMILES: O=C1OCCO1.O=C1OCCO1.O=C1OCCO1.O=C1OCCO1.O=C1OCCO1.O=C1OCCO1.O=C1OCCO1.CCCC#N.CCCC#N
F_max: 7.040 eV/Å
ΔE to the lowest compared entry with this formula, charge and spin: 4.157 eV
gap between HOMO and LUMO: 10.5445 eV
electronic energy: -76727.1976 eV

=====

Formula: C5H6O2
Source: OMol25
Level of theory: ωB97M-V/def2-TZVPD

Last column: natural (NBO) charge in e.
Cartesian coordinates (Å):
C  -0.720  0.119  1.093  -0.511
C  -0.337  -1.142  0.333  0.067
O  -1.327  0.023  -1.105  -0.684
C  -0.540  0.846  -0.251  0.069
C  0.920  0.489  -0.601  0.108
O  1.763  0.147  0.468  -0.460
C  1.038  -0.929  -0.144  -0.075
H  -1.760  0.117  1.418  0.233
H  -0.029  0.413  1.884  0.238
H  -1.219  -1.149  -0.546  0.394
H  -0.805  1.907  -0.350  0.190
H  1.392  0.828  -1.521  0.210
H  1.623  -1.669  -0.678  0.221

Calculated values
total charge: 0
LUMO level (alpha / beta): -0.71 / -0.71 eV
F_max: 0.382 eV/Å
ΔE to the lowest compared entry with this formula, charge and spin: 6.158 eV
gap between HOMO and LUMO (alpha / beta): 8.3198 / 8.3231 eV
electronic energy: -9370.9372 eV

=====

Formula: C6H9N
Source: OMol25
Level of theory: ωB97M-V/def2-TZVPD

Last column: natural (NBO) charge in e.
Cartesian coordinates (Å):
C  -2.285  0.088  1.556  -0.268
C  -1.824  -0.180  0.475  0.020
C  -1.054  -0.457  -0.742  -0.491
C  0.379  -0.031  -0.432  0.090
C  1.165  -1.031  0.386  -0.623
C  0.579  1.419  -0.238  -0.255
N  1.077  0.750  -1.446  -0.589
H  -2.674  0.315  2.518  0.237
H  -1.108  -1.521  -1.001  0.234
H  -1.433  0.096  -1.609  0.250
H  0.501  -1.550  1.084  0.227
H  1.955  -0.549  0.970  0.213
H  1.626  -1.779  -0.271  0.211
H  -0.263  2.088  -0.411  0.200
H  1.277  1.746  0.530  0.194
H  2.081  0.597  -1.369  0.349

Calculated values
total charge: 0
LUMO level: 1.03 eV
SMILES: C#CC[C@]1(C)CN1
F_max: 0.697 eV/Å
ΔE to the lowest compared entry with this formula, charge and spin: 2.980 eV
gap between HOMO and LUMO: 10.5267 eV
electronic energy: -7855.1794 eV

=====

Which of these has the highest electronic energy? C4H8NO

=====

Among the records above, which one has the highest ΔE to the lowest compared entry with this formula, charge and spin? C5H6O2